[1]
The following is a quantum chemistry calculation of a single C10H11N molecule, from OMol25.

Calculated values
- total charge = 0
- energy relative to the best compared isomer or geometry (same formula, charge and spin) (kcal per mole) = 70.97
- SMILES string = CC12C=CC=CN1C=CC=C2
- HOMO energy (eV) = -7.240
- spin multiplicity = 1
- max |F| (hartree/bohr) = 0.0954

Geometry as XYZ:
```
22
Properties=species:S:1:pos:R:3:nbo_charge:R:1
N 0.62915 -0.77409 0.19478 -0.4176
C 0.25973 1.68293 1.59933 -0.1859
C 1.24270 -1.48533 -0.73972 0.0352
C 1.17248 -0.61799 1.45561 0.0367
C 0.97286 -1.35945 -2.07266 -0.3465
C -0.63757 0.37925 -1.67620 -0.2181
C -0.02204 -0.33228 -2.56128 -0.1893
C -0.62291 0.37553 -0.15384 0.1576
C -1.86639 -0.12961 0.53450 -0.6365
C -0.26806 1.66567 0.41938 -0.2535
C 0.89692 0.47400 2.19413 -0.3396
H -0.75298 2.59429 0.15409 0.2280
H 1.36453 0.61735 3.16140 0.2167
H -2.70756 0.46454 0.28313 0.2219
H -1.18229 1.24613 -1.91033 0.1922
H 1.23211 -2.09253 -2.74013 0.2029
H 0.02135 -0.20760 -3.60162 0.2155
H 1.59696 -1.60270 1.84061 0.2077
H -2.21424 -1.16125 0.40099 0.2265
H -1.75604 0.04704 1.57779 0.2242
H 2.00502 -2.24734 -0.51856 0.2097
H 0.63628 2.46345 2.15862 0.2122
```



[2]
The following is a quantum chemistry calculation of a single C10H11N molecule, from OMol25.

Calculated values
- total charge = 0
- energy relative to the best compared isomer or geometry (same formula, charge and spin) (kcal per mole) = 75.54
- SMILES string = CC[C@@]12CN1c1ccccc12
- HOMO energy (eV) = -8.317
- spin multiplicity = 1
- max |F| (hartree/bohr) = 0.1171

Geometry as XYZ:
```
22
Properties=species:S:1:pos:R:3:nbo_charge:R:1
N 0.07030 -1.70429 0.31270 -0.4024
C -1.96829 -0.31085 -1.48787 -0.5710
C 2.97057 1.10502 -0.41605 -0.2211
C 0.81496 0.24361 0.07878 -0.0179
C 3.42976 -0.24501 -0.60725 -0.1908
C -0.27300 -1.15412 1.65025 -0.2246
C -1.88324 0.08353 0.02355 -0.4267
C 2.55499 -1.32833 -0.47333 -0.2687
C 1.60215 1.27874 -0.17618 -0.2356
C -0.53966 -0.22892 0.45133 0.0759
C 1.31784 -1.09292 -0.05124 0.1564
H 0.67643 -0.99387 2.25650 0.2096
H 2.84790 -2.28009 -0.65846 0.2153
H 1.19616 2.35243 -0.23722 0.2048
H -1.08636 -1.68412 2.03945 0.2109
H -3.07188 -0.09778 -1.79738 0.1902
H -1.42862 0.35705 -2.08523 0.2058
H 3.57972 1.97408 -0.58142 0.2154
H -2.14760 1.13318 0.01095 0.2292
H -1.77126 -1.28801 -1.49022 0.2134
H 4.42476 -0.29776 -0.99298 0.2139
H -2.57015 -0.58936 0.51193 0.2180
```



[3]
The following is a quantum chemistry calculation of an isolated ion of composition C10H11N2 and charge +1, from OMol25.

Calculated values
- total charge = +1
- energy relative to the best compared isomer or geometry (same formula, charge and spin) (kcal per mole) = 176.28
- HOMO energy (eV) = -12.076
- spin multiplicity = 1
- max |F| (hartree/bohr) = 0.0819

Geometry as XYZ:
```
23
Properties=species:S:1:pos:R:3:nbo_charge:R:1
N 0.05182 2.00349 0.90403 -0.6011
N -1.24343 0.06669 0.75852 -0.3415
C -0.09606 0.80494 0.50248 0.4052
C 0.76295 -1.39647 -0.51054 0.3012
C -2.36722 0.64805 1.41155 -0.4088
C -0.44509 -2.01900 -0.14220 -0.3557
C 1.72307 0.73274 -1.30405 0.0946
C -1.38801 -1.18910 0.45765 0.2214
C 1.44689 2.04357 -1.18506 -0.1157
C 1.05516 -0.01606 -0.11813 -0.4938
C 1.02388 3.19649 -1.03897 -0.0031
C 1.86441 -2.12854 -1.27000 -0.6559
H 2.01569 0.10877 0.46860 0.3451
H 1.71050 -3.22056 -1.19168 0.2448
H -2.84779 1.40799 0.76072 0.2364
H 1.59627 -1.97688 -2.34163 0.2793
H 0.95017 4.21475 -1.32838 0.2507
H 2.77448 -1.78247 -0.93360 0.2426
H -0.64757 2.41326 1.54715 0.3815
H -3.11909 -0.19440 1.64750 0.2392
H -2.00150 1.16554 2.25160 0.2184
H -2.20137 -1.76564 1.01862 0.2415
H -0.61816 -3.11718 -0.36419 0.2737
```



HOMO energy of number 3 (C10H11N2)?
-12.076 eV



Among the records above, which one has the lowest HOMO energy?
C10H11N2



Among the records above, which one has the highest HOMO energy?
number 1